DFT (ωB97M-V with the def2-TZVPD basis set) results for a 12-piece molecular cluster, C15H54O15 overall in a non-equilibrium geometry.

```
84
Properties=species:S:1:pos:R:3:forces:R:3:lowdin_charge:R:1
H -3.13888 2.30647 -1.64971 -0.456 -0.233 -0.241 0.074
O -2.70156 -3.28539 0.40119 -0.374 0.119 -0.127 -0.119
H -1.56721 -1.37886 -3.22343 -0.042 0.244 -0.030 0.082
H -1.07513 -1.56288 3.82098 0.529 -0.014 0.425 0.067
O -1.09231 -0.86328 5.82990 0.368 -0.624 -0.312 -0.119
H -1.60892 -0.82561 0.75474 0.005 -0.067 -0.500 0.109
H 5.67571 0.85022 -3.29758 -0.046 0.086 0.023 0.085
H -1.77739 -3.40954 0.13176 -0.308 0.104 0.035 0.023
C -0.60370 3.34206 1.81143 0.158 0.627 0.016 -0.168
H 1.85293 -1.74229 3.72526 -0.293 -0.077 0.037 0.054
H 4.59701 0.52887 3.16269 0.330 -0.310 0.178 0.080
H -2.65466 -1.26181 4.50679 0.022 -0.119 0.080 0.082
O 1.18536 -2.54364 5.58131 -0.308 -0.309 -0.270 -0.125
C 0.15087 -0.17770 -0.43114 -0.402 -0.659 0.264 -0.236
C -1.61506 -0.91487 4.50747 -1.102 0.918 -0.044 -0.135
O 2.15593 -0.17079 -4.71678 -0.247 0.018 0.025 -0.073
C -0.01842 -5.15710 -0.28308 0.885 -1.310 0.311 -0.114
H -4.99855 0.31760 3.40908 -0.039 -0.023 -0.007 0.069
H 1.79557 2.95599 -0.87923 -0.557 -0.028 0.098 0.113
H 0.00723 -0.96387 -3.97101 -0.125 0.146 0.031 0.049
H -1.70558 2.71138 -2.53914 -0.011 0.276 0.141 0.050
H -1.50664 2.27801 0.47088 0.069 -0.146 -0.246 0.029
O -1.66453 3.11792 0.91504 -0.002 -0.013 -0.210 -0.128
H 0.27927 -2.47975 0.65417 -0.259 0.285 -0.056 0.049
H -0.40405 -5.33524 0.71812 -0.185 0.429 -0.001 0.082
H -2.52065 -4.77380 1.84859 -0.255 -0.137 -0.239 0.071
O -0.10175 -3.78349 -0.66241 -0.103 -0.877 -0.443 -0.138
H 0.18273 -1.01857 -1.13746 -0.071 0.076 -0.184 0.107
H 0.35839 2.96602 1.44708 -0.100 -0.393 0.090 0.066
H 1.77077 -0.13948 -2.72949 0.021 -0.111 0.068 0.083
C 1.04219 4.71536 -1.84971 0.484 0.378 0.606 -0.228
O 0.12116 -1.82008 1.34786 0.202 -0.090 0.205 -0.084
H -2.92862 0.45889 2.28862 -0.128 -0.006 0.333 0.045
H 0.36915 -2.03078 5.65946 0.203 0.021 0.163 0.020
O 4.25564 -0.27601 2.75666 -0.505 0.850 -0.334 -0.098
H -2.18006 -3.20745 2.41450 -0.254 0.389 -0.020 0.062
H -3.72414 1.33368 1.03071 -0.515 0.644 0.451 0.069
H -4.21680 -0.27289 1.30756 0.142 -0.222 0.169 0.083
H -0.05766 -3.81449 -1.62649 -0.055 0.548 0.034 0.110
H 3.50483 1.62218 -3.58314 -0.290 -0.039 -0.020 0.108
H -2.56276 1.56035 -4.41988 0.319 0.753 0.130 0.060
H -1.50451 -0.43464 -4.73590 -0.082 -0.015 0.107 0.069
C 2.62080 -0.33054 -3.37574 0.953 0.289 -0.866 -0.224
O 5.00023 0.22081 -3.55711 -0.280 -0.707 -0.550 -0.061
O -1.05950 -2.48195 -4.87231 -0.156 0.508 -0.160 -0.124
H 2.32842 0.62934 2.69925 0.304 0.203 0.345 0.078
H 1.19096 0.06544 -0.18653 0.009 0.144 0.000 0.111
H 3.25531 0.83290 1.20408 0.631 0.311 0.241 0.064
O 0.99786 2.37843 -2.65675 0.502 0.209 -0.244 -0.080
H -0.84521 2.96205 2.80803 0.238 -0.136 0.007 0.075
C -1.03393 -1.23138 -4.16288 0.277 -0.563 0.237 -0.132
H 2.26756 -0.84126 5.21877 0.106 0.131 -0.249 0.080
O -0.56263 0.92084 -0.94794 0.291 0.101 0.169 -0.067
H 2.89154 -0.30882 -5.32264 0.053 -0.063 0.091 0.093
H 1.46862 5.24543 -0.98945 0.050 -0.228 0.135 0.121
H -3.22316 3.46578 -3.05346 -0.200 0.146 0.415 0.080
C 3.72738 0.66642 -3.09745 0.668 0.750 0.819 -0.252
H -1.26166 -2.23607 -5.77806 0.080 -0.407 -0.097 0.067
H 1.49654 6.39425 -2.67130 -0.008 0.142 -0.249 0.080
C -2.85180 -3.73222 1.72324 1.176 -0.704 0.790 -0.171
H 1.25913 2.44704 -3.58233 -0.162 -0.104 -0.023 0.112
H 2.56495 -0.65960 1.61170 0.346 -0.393 0.290 0.059
C -2.78285 2.55571 -2.64391 1.284 0.245 -1.206 -0.139
C 2.10856 -1.83402 4.78386 0.378 0.108 0.533 -0.173
C -0.53105 -0.66723 0.83671 0.557 0.091 0.556 -0.231
H -0.49209 -5.87796 -0.95434 -0.586 0.572 -0.178 0.093
H 3.85057 0.86953 -2.02674 -0.486 -0.108 0.123 0.118
H -0.44713 4.42214 1.89003 -0.215 -0.010 0.122 0.076
O 1.30614 5.51560 -3.00298 -0.077 -0.478 -0.026 -0.059
O -4.92402 1.01616 2.75497 0.316 0.503 -0.113 -0.100
O -2.98198 1.49091 -3.56434 -0.984 -1.087 0.758 -0.125
C 1.70891 3.34478 -1.89812 0.008 0.469 0.701 -0.219
H -1.63975 0.10724 4.11613 0.145 -0.132 -0.324 0.071
H 3.03089 -1.33526 -3.24906 -0.197 -0.097 0.293 0.131
C -3.91189 0.63297 1.84352 0.180 -0.927 -0.843 -0.167
H -0.38389 0.09438 1.60987 -0.108 0.078 0.006 0.111
H 0.03690 1.37372 -1.56494 -0.403 0.095 -0.185 0.037
H -0.02921 4.65819 -1.63906 -0.045 -0.337 -0.266 0.121
H -1.59052 -0.22150 6.33765 -0.037 0.032 0.025 0.091
H 3.05351 -2.37333 4.85196 0.012 0.054 -0.087 0.080
H 2.76871 3.44109 -2.15244 -0.131 0.056 -0.706 0.119
H 1.01362 -5.52543 -0.27834 0.172 0.467 0.155 0.085
C 3.09892 0.17735 2.06826 -1.127 -0.649 -0.731 -0.191
H -3.86901 -3.69258 2.10391 -0.159 0.341 -0.446 0.079
```
Forces are in eV/Å.

## Properties
**Highest occupied orbital energy**: -9.476 eV
**SMILES**: OCCO.OCCO.OCCO.CO.CO.CO.CO.CO.CO.CO.CO.CO
**ΔE to the lowest compared entry with this formula, charge and spin**: 4.936 eV
**Kohn-Sham gap**: 9.64 eV
**Largest force on an atom**: 1.78 eV Å⁻¹
**Lowest unoccupied orbital energy**: 0.16 eV

=====

DFT (ωB97M-V with the def2-TZVPD basis set) results for a 11-piece molecular cluster, C15H55N20O12P overall.

```
103
Properties=species:S:1:pos:R:3:forces:R:3:lowdin_charge:R:1
C 6.73101 -2.48160 1.80338 -0.142 0.121 0.014 -0.411
H 6.97598 -6.35032 1.73203 -0.040 -0.083 0.036 0.077
C 7.85445 -4.50408 2.34157 0.010 -0.309 0.082 -0.293
H 0.45618 0.65887 1.16969 -0.043 -0.053 0.038 0.100
H -4.97748 2.03002 0.02289 0.041 -0.026 -0.005 0.106
C 6.64290 -5.41082 2.17442 0.175 -0.052 -0.017 -0.091
N -5.65192 2.32007 -0.65936 0.029 0.061 0.289 0.174
C 0.20766 6.69756 -6.30424 0.086 -0.016 -0.046 -0.670
H 1.53388 0.48539 -3.19702 0.033 -0.022 0.052 0.085
H -1.56199 7.37556 -7.03728 -0.012 0.006 0.017 0.099
N 0.94519 -6.49335 5.90703 -0.036 -0.059 -0.019 0.146
O -0.41929 1.29372 -4.49591 -0.097 0.209 0.117 -0.025
H -4.57444 -1.14514 1.58029 -0.053 -0.014 -0.032 0.093
O -6.67153 0.29258 -0.56080 -0.080 -0.095 -0.034 -0.014
N 1.55662 6.80164 -6.50116 -0.076 0.046 0.025 0.156
H -3.08673 2.71567 -4.02651 0.138 -0.055 -0.088 0.104
N 1.01204 0.00301 0.65463 0.236 0.208 -0.002 0.179
N 2.93284 5.83982 -1.01798 0.028 -0.014 -0.057 0.162
H 5.31769 -3.22933 3.54207 0.087 0.152 0.108 0.027
H 1.96748 7.36641 -7.21902 0.003 -0.006 -0.019 0.093
O 0.32433 -0.98776 5.14154 0.056 -0.019 0.067 -0.003
H 1.65686 -3.53386 0.66779 -0.041 -0.059 -0.075 0.086
H 5.33472 6.06664 -1.81466 0.011 -0.006 0.027 0.095
O 2.93730 4.07708 -2.43432 0.010 -0.038 -0.158 0.009
H 2.30801 2.03310 -3.04184 -0.089 0.095 0.030 0.067
O 7.56381 -3.17385 2.70749 0.003 0.100 0.066 -0.235
N -0.44320 0.10383 -1.12668 -0.431 -0.286 -0.007 0.145
H 0.20338 -6.24511 6.53227 -0.005 0.034 -0.001 0.089
H -2.75088 -0.74519 4.30518 0.053 0.168 0.137 0.045
H 2.15103 6.26293 -5.90001 0.001 -0.035 0.002 0.101
N 0.59797 3.33435 -4.31988 -0.177 -0.290 -0.175 0.164
N -6.82886 0.19664 3.42376 0.093 -0.036 0.014 0.155
H -1.61021 -1.83963 -0.52262 0.084 -0.022 -0.068 0.063
H -1.97198 -0.31359 5.79179 0.036 0.012 0.042 0.097
C -6.60717 1.43499 -1.00636 -0.268 -0.016 -0.061 -0.676
N -1.55024 -2.71308 -0.03027 -0.188 0.004 0.245 0.173
H 6.18594 -5.62926 3.13749 -0.130 0.036 0.003 0.074
H 8.46981 -4.52703 1.43487 -0.055 0.140 -0.125 0.114
H 5.29497 4.70657 -2.88199 0.009 -0.037 0.010 0.105
O -2.45780 -4.68352 0.63786 -0.012 0.024 0.039 0.017
O 1.35240 -1.27336 -1.18285 0.069 -0.061 -0.158 0.015
H -0.68928 -2.94556 0.43099 0.064 -0.043 -0.105 0.078
C -0.67567 -1.09772 4.44137 -0.108 0.344 0.305 -0.683
O -0.26920 5.99701 -5.42802 -0.084 0.004 -0.018 0.019
P 4.91819 -2.34772 2.48417 0.014 -0.301 -0.116 0.852
H 1.97779 5.64599 -0.78105 -0.018 -0.014 -0.006 0.110
H -0.70496 -0.19349 -2.05121 0.136 0.255 -0.153 0.098
C -4.28300 4.30560 -3.67842 0.146 0.185 -0.206 -0.678
N -0.56921 7.43224 -7.15759 0.046 -0.015 0.025 0.149
O 1.76424 -6.69471 3.80127 0.063 -0.013 0.002 0.011
H 3.39883 6.61305 -0.58403 0.009 0.004 0.011 0.096
H 2.96671 -3.03678 3.93953 0.059 -0.082 -0.002 0.085
H -5.57227 3.23570 -1.06891 0.260 -0.058 -0.153 0.065
H 2.65965 -4.27777 1.94093 0.026 -0.087 -0.101 0.077
H -0.13201 3.78856 -4.83558 0.002 0.114 0.008 0.063
N -4.93790 5.32216 -4.31831 -0.160 -0.009 0.004 0.150
C 0.51648 1.99153 -4.09764 -0.019 0.143 0.041 -0.684
N 4.82922 5.30730 -2.22863 -0.081 0.031 -0.033 0.156
C 3.53018 5.01766 -1.92523 0.035 0.040 0.107 -0.658
N -3.62206 3.43814 -4.47435 0.022 -0.247 -0.094 0.178
O -4.28802 4.19760 -2.46240 -0.234 0.091 0.424 0.001
H -5.41205 5.99663 -3.74917 0.023 0.023 0.016 0.099
H 1.81448 -0.41814 1.09178 -0.118 -0.170 0.129 0.086
H 1.36276 3.88234 -3.97115 0.013 0.006 0.171 0.056
H 5.04052 -0.92967 2.54894 -0.011 0.017 -0.029 0.012
H -3.80281 -2.44020 -1.17816 0.035 -0.029 -0.027 0.091
H -4.93492 5.43581 -5.31317 0.027 0.002 -0.015 0.090
H -6.94008 0.63646 4.31659 0.021 0.022 0.020 0.100
H 4.39018 -2.87860 1.27028 -0.055 0.124 -0.033 0.024
N -0.59682 -1.59364 3.17396 0.036 -0.089 -0.135 0.166
H -8.26138 1.27734 -2.18262 0.011 -0.032 -0.020 0.099
H -1.39608 -1.71768 2.57971 -0.005 -0.013 0.022 0.077
H -1.12465 -5.70033 4.67229 -0.005 0.042 -0.003 0.093
H 7.12330 -1.46644 1.68382 0.078 0.002 0.044 0.069
N -0.36376 -5.96229 4.07589 0.098 -0.083 0.042 0.158
H 5.89083 -4.99474 1.50457 -0.019 0.048 -0.017 0.054
C -2.55812 -3.63346 0.02587 -0.003 0.024 -0.111 -0.681
H -6.23705 -0.86441 1.19623 0.087 0.263 -0.122 0.066
N -3.70149 -3.29023 -0.65544 0.064 0.052 0.162 0.149
H -7.61988 0.09877 2.81646 0.008 0.000 -0.035 0.095
H -3.58235 3.52586 -5.47108 0.093 0.004 -0.022 0.100
N -7.53410 1.90371 -1.89656 -0.034 -0.013 -0.042 0.153
C 0.84155 -6.40635 4.54440 -0.101 0.170 -0.083 -0.687
C 0.69312 -0.43613 -0.58537 -0.074 0.104 0.017 -0.709
H 0.96408 -3.97646 2.27006 -0.080 -0.018 -0.001 0.072
H -0.47670 -5.88530 3.08187 -0.061 -0.005 -0.039 0.095
N -1.91224 -0.69979 4.87039 0.094 -0.354 -0.401 0.157
N -5.47901 -0.80720 1.85439 0.227 -0.182 0.435 0.166
H 1.82008 -6.80527 6.28173 0.029 0.008 -0.008 0.098
O -4.60995 -0.06915 3.83623 -0.550 -0.248 -0.501 -0.015
N 1.54867 1.47175 -3.38758 0.233 -0.261 0.021 0.168
H -4.45914 -3.94634 -0.63964 0.012 -0.018 0.005 0.100
C 1.83833 -3.59196 1.73889 0.116 0.122 0.136 -0.101
H 3.03506 -1.29192 3.73631 -0.075 0.017 0.007 0.078
C 3.14771 -2.24139 3.20696 -0.138 -0.075 0.173 -0.398
H 8.46708 -4.89928 3.15102 0.107 0.034 0.017 0.116
H -7.49996 2.82988 -2.27760 0.028 0.005 -0.014 0.092
O 2.14152 -2.27579 2.19898 0.154 0.102 -0.111 -0.343
C -5.57656 -0.22806 3.07893 0.359 0.161 0.178 -0.653
H -0.98929 0.80817 -0.66766 0.082 0.123 -0.057 0.100
H 0.33289 -1.83142 2.84164 -0.189 0.090 0.021 0.056
H -0.19513 8.01095 -7.88437 0.005 0.004 -0.011 0.092
H 6.73124 -2.95668 0.81532 -0.017 -0.027 -0.034 0.076
```
Forces are in eV/Å.

## Properties
**Highest occupied orbital energy**: -7.468 eV
**SMILES**: CCOC[PH3]COC.NC(N)=O.NC(N)=O.NC(N)=O.NC(N)=O.NC(N)=O.NC(N)=O.NC(N)=O.NC(N)=O.NC(N)=O.NC(N)=O
**ΔE to the lowest compared entry with this formula, charge and spin**: 0.000 eV
**Kohn-Sham gap**: 7.60 eV
**Largest force on an atom**: 0.78 eV Å⁻¹
**Lowest unoccupied orbital energy**: 0.14 eV

=====

Question: What is the lowest unoccupied orbital energy in the first record?
Answer: 0.16 eV